# 1
C20H61BrFeO11 as an isolated structure in a non-equilibrium geometry. Source: the OMol25 dataset; level of theory: the ωB97M-V functional and the def2-TZVPD basis.

XYZ file:
```
94
Properties=species:S:1:pos:R:3:forces:R:3
Fe -0.104058 -0.229672 0.352845 0.0 0.0 0.3
O 0.870422 0.661018 -1.120535 -0.6 0.2 -1.2
H 0.282112 0.788648 -1.890035 0.0 0.1 0.8
Br -1.339078 -1.271112 2.340455 0.1 0.2 -0.4
C 0.038922 -4.305292 -0.001725 -1.5 -0.1 -0.5
C 1.093942 -3.292332 0.352515 1.0 -0.5 0.1
O 0.931662 -2.065352 -0.324475 -0.5 0.3 0.7
H 0.049672 -5.266552 0.512045 0.3 0.2 0.4
H -0.059838 -4.568212 -1.054925 0.9 0.1 -0.4
H -0.949808 -3.863602 0.122475 -0.1 0.1 0.7
H 2.081262 -3.642152 0.050975 0.2 -0.4 0.2
H 1.162552 -3.066922 1.416745 -0.4 -0.2 0.0
H 1.340722 -2.199342 -1.182565 0.1 0.2 -0.5
C -2.198558 -0.620432 -3.271365 -0.7 0.1 -1.7
C -1.323928 -1.454722 -2.402245 1.7 1.1 -1.2
O -1.585438 -1.080442 -1.080505 -0.7 -0.9 0.5
H -3.253218 -0.841072 -3.106685 -0.1 0.2 0.3
H -2.077098 -0.826102 -4.334875 0.3 -0.3 -0.1
H -2.033538 0.455538 -3.215235 0.0 0.0 0.5
H -0.282938 -1.170802 -2.556615 0.0 -0.1 -0.2
H -1.346048 -2.507512 -2.683725 -0.4 -0.3 0.7
H -2.513698 -1.304322 -0.981465 -0.4 0.4 0.9
C 2.323482 -4.619662 -3.938695 -0.8 -0.5 -0.4
C 2.625302 -3.184882 -3.627405 3.8 -1.4 -1.9
O 1.795382 -2.580752 -2.768665 -2.3 1.3 1.0
H 1.984362 -5.195732 -3.077745 0.2 0.1 0.2
H 3.137722 -5.167712 -4.412795 0.3 0.3 0.2
H 1.518422 -4.663752 -4.672205 -0.3 0.0 0.0
H 2.754052 -2.613672 -4.546775 -0.7 0.0 -0.5
H 3.640062 -3.049892 -3.253035 0.5 -0.6 0.4
H 1.978262 -1.671242 -3.015515 -0.4 1.2 0.6
C -0.484278 -0.497952 6.368675 -0.7 0.1 0.5
C -1.439638 -1.736812 6.560155 2.3 1.3 -0.7
O -1.126688 -2.565442 5.470195 -0.3 -1.1 0.1
H 0.559002 -0.771022 6.210205 -0.1 -0.7 0.0
H -0.434978 0.133478 7.255775 -0.4 0.4 0.0
H -0.740478 0.072918 5.476165 -0.3 0.2 0.1
H -2.508398 -1.524912 6.529385 0.0 0.4 0.5
H -1.086988 -2.191512 7.485885 -0.6 -0.4 0.0
H -1.305478 -2.028692 4.694595 0.1 -0.1 -0.6
C 2.848272 4.812978 0.175775 0.0 -0.3 -1.3
C 2.393692 3.675678 -0.820975 -1.1 1.7 0.4
O 2.751352 2.398638 -0.412825 1.5 0.2 0.6
H 2.823282 5.768978 -0.347235 -0.3 0.1 -0.3
H 3.915542 4.720578 0.377035 0.0 -0.4 0.3
H 2.293922 4.989948 1.097445 -0.1 -0.6 0.0
H 2.658412 3.965278 -1.837905 1.5 -0.2 -0.2
H 1.332012 3.655928 -1.067015 -0.8 0.4 1.1
H 2.163292 1.783898 -0.857675 -0.7 -0.7 -0.4
C -5.616908 -2.083702 -1.278005 -0.2 -0.6 -0.7
C -4.897718 -1.898842 0.045355 0.1 1.1 -0.8
O -4.657348 -0.482612 0.137715 -0.3 0.1 -0.3
H -6.690788 -1.896962 -1.275885 0.1 0.3 0.3
H -5.513038 -3.095402 -1.670155 0.0 -0.3 0.3
H -5.175888 -1.488312 -2.077455 0.1 0.4 0.2
H -3.922448 -2.380462 -0.025285 -0.1 -0.5 0.5
H -5.512848 -2.262752 0.868335 0.3 -0.1 0.1
H -4.185798 -0.215932 0.930265 0.2 -0.4 0.3
C -1.796388 3.171628 -1.281235 0.4 1.1 -2.0
C -2.369548 2.053118 -0.565215 -0.6 -1.0 2.7
O -1.448788 1.674028 0.464205 0.2 -1.4 -0.1
H -1.570548 4.059568 -0.690755 -0.2 -0.2 0.4
H -2.509648 3.481558 -2.044985 0.2 0.2 -0.4
H -0.844428 2.872678 -1.719995 0.0 0.0 -0.3
H -2.638918 1.121498 -1.062855 0.3 0.4 -0.6
H -3.267968 2.350348 -0.024305 -0.5 0.2 -0.2
H -1.227468 2.455578 0.975855 0.4 0.4 0.5
C -0.353278 2.767118 4.062515 1.2 -1.1 1.3
C 0.243842 3.672728 3.098185 -1.2 1.6 -0.7
O -0.771368 3.834858 2.070165 0.9 0.2 -1.2
H -1.282538 3.149568 4.484775 -0.1 -0.3 -0.1
H 0.407502 2.721928 4.841795 -0.3 -0.4 0.6
H -0.381908 1.793738 3.572795 -0.7 -0.2 0.4
H 1.197982 3.294098 2.731605 -0.3 0.0 -0.7
H 0.395672 4.660698 3.532885 0.3 0.1 0.0
H -1.603328 4.035538 2.505085 0.0 0.1 0.2
C 1.197922 0.934238 -5.088975 0.4 -0.5 0.0
C 2.298022 1.356438 -4.093025 0.1 -0.7 -1.0
O 2.559192 0.359548 -3.102475 0.1 0.4 -1.1
H 1.282652 -0.149662 -5.166935 -0.1 -0.1 -0.2
H 1.408872 1.332248 -6.081545 -0.1 0.2 0.0
H 0.154682 1.145548 -4.854275 0.1 0.3 0.4
H 2.092022 2.355768 -3.709625 0.1 0.0 0.5
H 3.222472 1.402918 -4.668635 0.0 0.3 0.0
H 1.907962 0.516238 -2.414765 -0.3 -0.3 1.3
C 2.984962 0.731578 3.424755 -0.3 -0.7 0.6
C 2.748242 -0.231412 2.252145 -0.8 0.7 0.9
O 1.812182 0.391908 1.385835 -0.1 -0.3 -0.4
H 3.443232 1.700638 3.227245 0.8 -0.4 -0.4
H 3.460642 0.142298 4.208705 0.6 0.4 0.1
H 2.057452 1.063028 3.891625 -0.5 -0.5 -0.3
H 2.252862 -1.138072 2.599545 0.0 0.0 0.2
H 3.657872 -0.549602 1.742805 0.1 0.3 -0.2
H 2.299732 1.027138 0.856325 0.0 0.6 -0.3
```
Forces are in eV/Å.

Computed properties:
2S+1: 5
gap between HOMO and LUMO (spin up / spin down): 9.4 / 8.7 eV

# 2
C27H42CrN3OP2 as an isolated structure. Source: the OMol25 dataset; level of theory: the ωB97M-V functional and the def2-TZVPD basis.

XYZ file:
```
76
Properties=species:S:1:pos:R:3:forces:R:3
Cr -0.382229 0.765375 0.295386 -0.4 0.4 0.6
C -2.476160 -0.761632 3.546105 0.0 -0.1 0.0
C -3.311914 -0.586598 2.279718 0.0 0.1 0.0
C -4.607731 -1.386136 2.356146 -0.1 0.0 0.0
P -2.228685 -0.832399 0.807206 0.1 0.2 -0.2
C -3.364552 -1.030664 -0.643837 0.0 0.0 0.0
C -4.035195 -2.389483 -0.818032 -0.1 -0.1 0.0
C -2.604040 -0.659678 -1.920310 0.0 0.0 0.0
C -1.313385 -2.378720 0.971501 0.1 -0.1 0.0
C -1.914791 -3.616121 1.223009 0.1 0.0 0.0
C -1.196682 -4.794912 1.186563 -0.1 -0.1 0.0
C 0.148891 -4.740015 0.833659 0.0 0.0 0.0
C 0.769387 -3.532215 0.599840 0.0 0.0 0.0
C 0.083142 -2.302739 0.725555 -0.2 -0.1 -0.1
N 0.697155 -1.080376 0.523516 0.1 0.1 0.1
C 2.035798 -0.928574 0.811927 0.1 0.0 -0.2
C 2.731426 -1.709977 1.757623 0.1 0.0 0.1
C 4.093634 -1.572521 1.952731 0.0 0.0 0.0
C 4.827674 -0.634977 1.234821 0.1 0.0 0.0
C 4.152217 0.210238 0.366276 -0.1 -0.1 0.0
C 2.774679 0.113733 0.175708 0.0 -0.1 0.0
P 1.762555 1.236822 -0.829429 -0.1 0.2 0.3
C 2.020541 0.755370 -2.585648 0.0 0.0 -0.1
C 3.439150 0.940371 -3.111130 0.0 0.0 -0.1
C 1.553051 -0.689793 -2.763371 0.0 0.0 0.0
C 2.335959 2.997823 -0.638906 0.0 -0.1 -0.2
C 1.556047 3.653181 0.503680 0.0 0.0 0.0
C 3.824376 3.307885 -0.495961 0.0 0.0 0.0
H -3.055315 -0.470038 4.424914 0.0 0.0 0.0
H -1.575745 -0.150825 3.514093 0.1 0.0 0.0
H -2.176656 -1.805507 3.667055 0.0 0.0 0.0
H -3.569143 0.474654 2.184045 0.0 0.0 0.0
H -4.420019 -2.454355 2.478072 0.0 0.0 0.0
H -5.234025 -1.243398 1.475699 0.0 0.0 0.0
H -5.184627 -1.061094 3.225631 0.0 0.0 0.0
H -4.132500 -0.268057 -0.468837 0.0 0.0 0.0
H -3.297257 -3.156736 -1.057257 0.0 0.0 0.0
H -4.743636 -2.340521 -1.648409 0.0 0.0 0.0
H -4.582132 -2.715446 0.066730 0.0 0.0 -0.1
H -1.779739 -1.361460 -2.083774 0.0 0.0 0.0
H -2.200682 0.351587 -1.861924 0.0 0.0 0.0
H -3.263853 -0.725052 -2.789014 0.0 0.0 0.0
H -2.974343 -3.653140 1.437150 0.0 0.0 0.0
H -1.679262 -5.741803 1.389135 0.0 0.0 0.0
H 0.718427 -5.655721 0.729464 0.0 0.0 0.0
H 1.811888 -3.521747 0.310144 0.0 0.0 0.0
H 2.188500 -2.459218 2.319692 0.0 0.0 0.0
H 4.591631 -2.214037 2.671706 0.0 0.0 0.0
H 5.899707 -0.555232 1.358847 0.0 0.0 0.0
H 4.711909 0.956814 -0.177762 0.0 0.0 0.0
H 1.336006 1.410666 -3.135368 0.0 0.0 0.0
H 4.148536 0.339374 -2.537681 0.0 0.0 0.0
H 3.757793 1.981620 -3.079994 0.0 0.0 0.0
H 3.497150 0.609974 -4.151087 0.0 0.0 0.0
H 2.194204 -1.371900 -2.199606 0.0 0.0 0.0
H 1.600270 -0.974461 -3.816207 0.0 0.0 0.0
H 0.531069 -0.830229 -2.410527 0.0 0.0 0.0
H 1.979092 3.438384 -1.579295 0.0 0.0 0.0
H 1.858072 3.229841 1.465385 0.0 0.0 0.0
H 0.480204 3.510566 0.394533 0.0 0.0 0.0
H 1.770687 4.724400 0.537365 0.0 0.0 0.0
H 4.194617 2.981211 0.477480 0.0 0.0 0.0
H 3.971085 4.388962 -0.550578 0.0 0.0 0.0
H 4.442804 2.849386 -1.266261 0.0 0.0 0.0
C 1.843117 -0.292330 5.089838 0.0 0.1 -0.1
N 1.964335 0.891650 4.236694 0.1 0.0 0.0
C 3.307298 1.455382 4.069623 0.0 -0.1 -0.1
C 1.150171 0.998116 3.203542 -0.3 0.1 0.1
N 0.384777 1.169602 2.354390 0.1 -0.2 -0.1
H 2.251010 -0.054758 6.070933 0.0 0.0 0.0
H 2.383431 -1.137764 4.662634 0.0 -0.1 0.0
H 0.792114 -0.549004 5.199126 0.0 0.0 0.0
H 3.731450 1.644132 5.054209 0.0 0.0 0.0
H 3.232472 2.399321 3.533836 0.0 0.0 0.0
H 3.953334 0.769631 3.515017 0.0 0.0 0.0
O -1.333614 2.060805 -0.151081 0.3 -0.5 -0.2
```
Forces are in eV/Å.

Computed properties:
2S+1: 4
energy relative to the best compared isomer or geometry (same formula, charge and spin): 12.9 kJ/mol
gap between HOMO and LUMO (spin up / spin down): 6.9 / 7.4 eV

# 3
C21H19Br2N3OPdS as an isolated structure in a non-equilibrium geometry. Source: the OMol25 dataset; level of theory: the ωB97M-V functional and the def2-TZVPD basis.

XYZ file:
```
48
Properties=species:S:1:pos:R:3:forces:R:3
Pd -0.598600 -0.052200 -0.265300 0.3 0.1 -0.3
Br 6.211500 0.348900 0.092000 -0.4 0.0 0.0
C 4.297500 0.261800 -0.042000 0.1 -0.1 0.0
C 3.567400 1.458600 -0.108000 0.1 0.0 0.0
C 2.194700 1.335800 -0.222300 0.3 0.4 0.0
N 1.550500 0.184900 -0.267600 -0.6 -0.4 -0.1
C 2.258000 -1.000400 -0.171300 -0.1 0.1 0.0
C 3.676200 -0.948900 -0.066100 0.1 0.0 0.0
C 1.515800 -2.209100 -0.150000 -0.2 0.1 0.0
C 2.105200 -3.501400 -0.088500 0.1 -0.1 0.0
C 1.298900 -4.596200 -0.031500 0.1 -0.1 0.0
Br 2.080700 -6.349800 0.050500 -0.2 0.4 0.0
C -0.099200 -4.476000 -0.035500 0.0 0.0 0.0
C -0.606400 -3.188700 -0.110900 0.0 -0.4 0.0
N 0.140400 -2.100100 -0.168100 0.1 0.4 0.0
H 4.048800 2.422500 -0.069500 0.0 0.0 0.0
H 1.582500 2.227900 -0.276600 0.0 -0.1 0.0
H 4.250200 -1.858900 0.005400 0.0 0.0 0.0
H 3.177600 -3.614500 -0.087800 0.0 0.0 0.0
H -0.743400 -5.335200 0.019400 -0.1 -0.1 0.0
H -1.679800 -3.032700 -0.112500 0.0 0.0 0.0
O -0.500200 2.841900 0.127900 0.7 0.6 0.2
N -1.657400 3.360900 0.852400 -0.4 0.0 -0.2
C -1.523400 3.881100 2.100900 0.6 0.1 0.0
C -2.182900 3.490500 3.234000 -0.1 0.2 0.1
C -2.922800 2.326500 3.456800 -0.1 0.1 0.2
C -3.052800 1.215200 2.619300 0.0 -0.1 -0.2
C -2.733000 1.094700 1.294200 -0.5 -0.2 0.4
S -2.761800 -0.486200 0.543100 0.5 0.2 -0.2
H -0.860500 4.742000 2.127500 0.0 0.0 0.1
H -2.075100 4.157000 4.082100 0.0 0.1 0.0
H -3.333900 2.211900 4.451600 0.0 0.0 0.1
H -3.398300 0.303200 3.093700 0.0 -0.1 0.0
C -4.919700 2.833500 0.609700 0.2 -0.1 -0.2
C -3.747600 2.726800 -0.373300 -0.1 0.1 -0.2
C -4.086500 1.748500 -1.501400 0.0 0.1 0.1
C -3.486800 4.114400 -0.968500 0.0 -0.2 0.0
C -2.466000 2.231600 0.349200 -0.1 0.0 0.0
C -1.231400 1.852700 -0.473100 0.0 -1.3 0.5
H -5.756500 3.339700 0.129800 -0.1 0.1 -0.1
H -4.626600 3.391600 1.495900 0.0 0.1 0.1
H -5.251500 1.847500 0.926900 0.0 -0.1 0.1
H -4.981200 2.076900 -2.028700 -0.1 0.1 -0.1
H -4.255700 0.754400 -1.095300 -0.1 0.0 -0.1
H -3.252600 1.685900 -2.204200 -0.1 0.0 0.0
H -4.322900 4.405500 -1.601100 -0.2 0.0 -0.1
H -2.585100 4.111100 -1.577000 0.1 0.0 -0.1
H -3.371800 4.852000 -0.178700 0.0 0.1 0.0
```
Forces are in eV/Å.

Computed properties:
2S+1: 4
energy relative to the best compared isomer or geometry (same formula, charge and spin): 92.2 kJ/mol
total charge: -1
gap between HOMO and LUMO (spin up / spin down): 5.2 / 6.8 eV

- Which formula does entry 2 have?
  C27H42CrN3OP2

- Among the records above, which one has the highest 2S+1?
  C20H61BrFeO11

- The highest 2S+1 belongs to which entry?
  C20H61BrFeO11